C25H35BF2MoN4Si | ωB97M-V/def2-TZVPD

```
69
Properties=species:S:1:pos:R:3:forces:R:3:nbo_charge:R:1
Mo -0.24069 0.24929 0.06090 1.17 -0.71 0.79 0.6829
C 2.50862 2.69567 -0.10235 0.08 -0.25 -0.10 -0.4109
C 3.28766 1.38510 -0.19452 -0.17 0.04 0.07 -0.4146
C 2.64453 0.31265 0.69471 0.29 0.19 -0.12 -0.2552
N 1.62664 -0.49677 0.01231 0.25 -0.01 -0.16 -0.5408
C 1.95273 -1.69376 -0.51031 -0.24 -0.31 -0.01 0.2717
C 3.27843 -2.09139 -0.71237 -0.03 0.10 0.01 -0.1828
C 3.80276 -3.27859 -1.18726 -0.01 -0.06 -0.03 -0.1448
C 3.13127 -4.40372 -1.63851 0.02 0.04 -0.01 -0.1209
C 1.75981 -4.57071 -1.74122 0.00 0.00 0.03 -0.1463
C 0.73136 -3.72660 -1.35925 -0.11 0.02 0.00 -0.1594
C 0.74898 -2.45392 -0.77568 0.44 0.07 -0.01 0.1889
N -0.36889 -1.75460 -0.44634 -0.47 -0.16 -0.22 -0.4743
C -1.59996 -2.51318 -0.22405 -0.15 -0.14 0.27 -0.2500
C -1.74041 -2.69612 1.28482 0.03 0.16 -0.12 -0.3986
C -2.22615 -1.45512 2.00766 -0.02 -0.26 -0.06 -0.2365
N -1.45972 -0.21915 1.76256 -0.11 0.10 -0.01 -0.5048
C -1.60926 0.75684 2.67091 0.05 0.17 -0.10 0.2092
C -2.48707 0.64170 3.77827 -0.10 -0.06 0.12 -0.1981
C -2.64218 1.43113 4.88964 0.02 -0.04 -0.06 -0.1192
C -1.99717 2.62108 5.24210 0.10 0.14 -0.05 -0.1507
C -1.17381 3.36688 4.43869 -0.12 -0.04 0.17 -0.1345
C -0.77610 3.10849 3.12436 0.09 -0.10 -0.24 -0.1842
C -0.93029 1.98905 2.33014 -0.37 -0.04 0.31 0.2384
N -0.39426 1.90083 1.06960 0.31 0.54 0.42 -0.5202
C 0.00209 3.07819 0.29959 -0.03 0.14 -0.20 -0.2389
C 1.08422 2.59435 -0.66892 -0.09 0.37 0.70 -0.2755
H 3.04318 3.47995 -0.63789 -0.04 0.04 0.01 0.2476
H 2.47045 2.99582 0.94752 -0.01 0.02 0.00 0.2083
H 4.31631 1.55125 0.12517 0.00 0.01 0.00 0.2455
H 3.31563 1.03821 -1.23138 0.09 -0.03 0.00 0.2128
H 2.16236 0.80042 1.54437 0.01 -0.04 0.03 0.2182
H 3.40272 -0.34125 1.12478 -0.07 -0.08 0.01 0.2296
H 4.02440 -1.34498 -0.47256 -0.01 0.00 0.02 0.2338
H 4.88439 -3.32309 -1.22683 0.00 0.00 0.00 0.2473
H 3.74419 -5.23071 -1.97463 0.00 0.01 -0.02 0.2484
H 1.43487 -5.50339 -2.18639 0.00 -0.01 0.02 0.2470
H -0.24627 -4.12377 -1.58868 0.03 -0.01 0.02 0.2333
H -1.58801 -3.49471 -0.68419 0.05 0.04 -0.05 0.2113
H -2.45419 -1.98260 -0.62798 0.09 -0.07 -0.05 0.2419
H -0.77355 -3.00911 1.68695 -0.03 -0.08 0.02 0.2110
H -2.45952 -3.48819 1.49714 0.00 0.00 0.00 0.2475
H -2.16837 -1.69153 3.06940 0.00 0.06 0.01 0.2222
H -3.27475 -1.28237 1.74998 0.00 0.03 0.06 0.2204
H -3.14580 -0.21301 3.76448 0.04 0.01 0.01 0.2404
H -3.36846 1.07099 5.60872 -0.01 -0.03 -0.02 0.2459
H -2.21748 3.02015 6.22409 -0.01 0.00 -0.01 0.2484
H -0.81234 4.30028 4.85226 0.00 0.00 -0.01 0.2444
H -0.20618 3.91542 2.68567 0.01 -0.01 -0.04 0.2295
H 0.38508 3.89520 0.90672 0.07 -0.04 0.05 0.2165
H -0.87669 3.45116 -0.22866 -0.01 0.01 0.00 0.2414
H 1.01771 3.12061 -1.61465 -0.11 -0.26 -0.09 0.2656
H 0.84176 1.51860 -0.89217 0.53 0.38 -0.92 0.1402
F -3.42121 -0.22123 -0.43703 0.17 -0.11 0.20 -0.5437
B -2.34337 0.56116 -0.38633 -1.30 0.31 -1.06 1.1301
F -2.68518 1.86315 -0.46773 0.10 -0.08 0.07 -0.5407
C -0.15732 1.93693 -3.52803 -0.09 -0.13 0.30 -1.1508
Si -0.68742 0.30082 -2.75125 -0.31 0.03 -0.23 1.5839
C -2.49098 0.00152 -3.18378 0.17 -0.05 0.07 -1.1597
C 0.39176 -1.04198 -3.52255 -0.16 0.14 0.32 -1.1425
H -0.45130 1.88911 -4.58044 -0.05 -0.10 0.01 0.2727
H 0.92205 2.09363 -3.50698 -0.03 -0.04 0.00 0.2404
H -0.65733 2.80888 -3.10287 0.00 -0.01 0.01 0.2490
H -2.56824 -0.07708 -4.27182 0.09 0.02 -0.02 0.2707
H -3.13212 0.82824 -2.87280 0.01 -0.01 -0.04 0.2609
H -2.89709 -0.91831 -2.76166 0.04 0.01 -0.05 0.2520
H 0.42624 -0.83859 -4.59596 -0.04 0.09 0.00 0.2719
H -0.03440 -2.03687 -3.39640 -0.01 0.02 -0.01 0.2403
H 1.42137 -1.05635 -3.16110 0.00 0.03 -0.02 0.2375
```
Forces are in eV/Å.

For the HOMO energy, the calculation gives -13.99 eV. The value obtained for the gap between HOMO and LUMO is 6.54 eV. The calculation puts the electronic energy at -48285.6552 eV. The net charge is +2. Its molar mass is 564.42 g/mol.

=====

C3H2Br2O | ωB97M-V/def2-TZVPD

```
8
Properties=species:S:1:pos:R:3:forces:R:3:nbo_charge:R:1
C 2.07216 0.49408 -0.68772 -1.14 -0.50 1.17 -0.2628
C 1.09231 0.27940 -0.02127 -5.00 -0.23 0.24 -0.0551
C -0.74461 -0.03961 0.22703 4.90 1.21 -2.27 0.1481
O -1.01539 -0.12021 1.51035 -1.14 -0.59 0.42 -0.6757
Br -1.69100 1.39015 -0.81803 0.43 -0.55 0.78 0.0410
Br -0.93962 -1.69691 -0.75386 -0.26 -0.16 0.15 0.0749
H 3.03342 0.40054 -1.03381 1.61 0.26 -0.82 0.2270
H -1.80727 -0.70745 1.57730 0.60 0.57 0.33 0.5027
```
Forces are in eV/Å.

For the HOMO energy, the calculation gives -10.31 eV. The value obtained for the gap between HOMO and LUMO is 10.12 eV. The calculation puts the electronic energy at -145271.5768 eV. Its molar mass is 213.86 g/mol.

=====

C32H39N8RuS | ωB97M-V/def2-TZVPD

```
81
Properties=species:S:1:pos:R:3:forces:R:3:mulliken_charge:R:1
Ru 0.46547 -0.31849 0.13705 0.77 1.40 -0.99 -0.6115
C 2.86045 2.53534 -1.51558 -0.07 -0.16 0.13 -1.2747
C 1.51923 2.83105 -0.84278 -0.01 0.04 -0.07 -0.3405
C 0.29022 2.36201 -1.63654 0.05 0.29 0.05 -1.2932
N -0.44323 1.26540 -1.03337 0.29 -0.36 0.06 2.1061
C -1.67046 1.01501 -1.51149 -0.02 -1.87 1.50 0.4910
C -2.28875 1.77409 -2.54124 -1.21 0.13 -1.21 -1.1231
C -3.31429 1.40197 -3.38178 1.06 1.11 0.39 -0.8096
C -3.78922 0.10690 -3.64829 -0.12 -1.55 0.22 -0.3556
C -3.44275 -1.06988 -3.04734 -0.84 0.89 -0.02 -1.3448
C -2.76040 -1.23793 -1.73899 0.48 0.35 0.57 0.2651
C -2.45913 -0.05284 -0.89692 -0.26 1.46 -1.00 -0.5676
N -2.16640 -0.41507 0.43650 0.56 -0.09 0.60 1.5571
C -2.85045 0.30565 1.49458 -0.12 0.11 0.32 -1.6094
C -1.97824 0.95036 2.58563 0.14 -0.02 -0.23 0.1565
C -0.85022 1.84949 2.04904 -0.41 0.09 0.26 -1.8952
N 0.38242 1.17063 1.75934 -0.25 -1.72 -1.04 0.8194
C 1.35923 1.00121 2.63228 -0.04 0.12 0.12 1.3637
C 1.18606 1.22342 4.01445 -0.22 0.31 -0.17 -0.8130
C 2.08427 1.21772 5.06101 0.47 -0.02 -0.09 -0.9056
C 3.45273 0.97553 5.05918 -0.22 0.08 0.49 -0.7987
C 4.24017 0.64659 3.96672 -0.27 -0.02 -0.28 -0.6789
C 3.87981 0.47195 2.64369 0.44 0.15 0.13 -0.4077
C 2.63998 0.61004 1.97767 -0.18 -0.06 -0.50 0.6345
N 2.51358 0.44013 0.67557 -1.46 -0.63 0.44 0.3894
C 3.62133 0.43330 -0.23617 0.20 -0.09 -0.53 -1.0015
C 3.20234 1.04918 -1.57726 0.04 0.08 0.23 0.2785
H 3.64743 3.07123 -0.97828 0.10 0.07 -0.03 0.4697
H 2.84245 2.92536 -2.53737 0.03 0.09 0.00 0.3709
H 1.44547 3.91120 -0.69859 -0.01 0.03 0.05 0.3900
H 1.49469 2.35802 0.13745 -0.06 0.26 -0.07 -0.2380
H 0.58778 2.07462 -2.65680 0.03 0.09 -0.06 0.2370
H -0.37830 3.22704 -1.73168 0.14 -0.06 -0.07 0.4380
H -1.93554 2.78499 -2.68732 -0.05 0.09 0.07 0.2637
H -3.72914 2.18369 -4.00686 0.11 0.03 -0.05 0.3616
H -4.47195 0.02571 -4.48643 -0.05 -0.04 -0.03 0.3339
H -3.89604 -1.98152 -3.41885 -0.09 -0.01 -0.13 0.3322
H -3.37884 -1.95072 -1.19606 0.11 0.10 -0.09 0.2763
H -3.57026 -0.36561 1.98825 -0.12 0.07 -0.03 0.4225
H -3.41992 1.10438 1.00780 0.01 -0.19 0.04 0.4536
H -1.54642 0.18595 3.23085 -0.04 0.20 0.08 -0.0803
H -2.65138 1.55753 3.19607 -0.03 -0.02 0.06 0.6235
H -0.67041 2.66705 2.76046 0.06 -0.09 -0.07 0.6980
H -1.18620 2.30613 1.11092 0.08 -0.02 0.07 0.3575
H 0.16581 1.44579 4.30549 0.01 0.01 -0.06 0.2724
H 1.64810 1.44517 6.02768 0.02 -0.03 0.04 0.3635
H 3.95045 1.04518 6.01900 0.02 -0.01 -0.02 0.3364
H 5.29213 0.48814 4.18061 -0.01 -0.05 -0.03 0.3600
H 4.69839 0.16920 2.00255 -0.04 0.05 -0.04 0.3656
H 3.96145 -0.59789 -0.42319 0.06 0.12 0.09 0.2945
H 4.46513 1.01360 0.16602 -0.09 -0.13 0.01 0.4379
H 2.32935 0.50505 -1.94014 0.21 0.07 -0.11 -0.8913
H 4.01985 0.89048 -2.28237 0.02 -0.06 -0.08 0.4642
C 0.39238 -1.89863 -5.97024 -0.05 0.22 0.15 -1.3688
C -0.06560 -0.82597 -4.99281 0.21 -0.02 -0.33 -0.4829
N -0.88300 -1.39531 -3.94990 -0.46 0.03 0.66 0.0777
C -0.46143 -1.56843 -2.68625 -0.10 -0.73 0.06 0.3644
S 1.18576 -1.53657 -2.29490 0.20 0.39 0.93 -0.3482
N -1.36290 -1.86001 -1.72135 -0.85 -0.20 -2.10 0.8084
N -0.80893 -2.01123 -0.48014 1.91 0.40 1.97 -1.4232
C -1.70976 -1.83876 0.61554 -0.88 0.46 -0.26 1.2293
C -2.81956 -2.92755 0.69819 0.09 0.08 0.18 -2.1960
C -0.84827 -1.92009 1.87058 0.72 -0.68 -0.01 0.4573
C -1.36025 -2.17365 3.13379 0.13 -0.17 0.21 -0.1618
C -0.50183 -2.28348 4.21837 0.52 0.10 -0.54 -0.7571
C 0.87077 -2.20998 3.98070 -0.65 -0.24 0.36 -0.8986
C 1.31205 -1.96366 2.69988 0.09 -0.17 -0.43 -0.4123
N 0.48397 -1.76795 1.66589 -0.52 -0.01 0.84 0.0027
H 0.98759 -1.45366 -6.76065 0.12 0.02 -0.19 0.4332
H -0.46252 -2.40508 -6.41031 -0.07 -0.08 -0.10 0.3434
H 0.99592 -2.62614 -5.43730 0.11 -0.16 0.01 0.2863
H -0.65376 -0.06011 -5.50546 0.01 0.01 0.04 0.4331
H 0.80659 -0.35708 -4.53003 -0.17 0.06 -0.05 0.2298
H -1.90057 -1.34216 -4.05105 0.55 -0.05 -0.22 0.0694
H -2.72844 -3.59146 -0.15971 -0.07 0.06 -0.04 0.4371
H -3.82221 -2.50248 0.73855 -0.04 -0.01 0.02 0.3544
H -2.66984 -3.54653 1.57954 -0.10 -0.07 -0.02 0.5853
H -2.42353 -2.27321 3.29830 -0.07 0.04 -0.16 0.4179
H -0.89481 -2.43662 5.21151 0.01 -0.04 0.10 0.4700
H 1.57408 -2.33179 4.78713 0.17 0.01 0.04 0.4413
H 2.37030 -1.92491 2.47798 -0.03 0.17 -0.01 0.6638
```
Forces are in eV/Å.

For the HOMO energy (spin up / spin down), the calculation gives -5.69 / -6.06 eV. The spin multiplicity is 2. The value obtained for the gap between HOMO and LUMO (spin up / spin down) is 5.58 / 5.78 eV. The calculation puts the electronic energy at -59149.1549 eV. Its molar mass is 668.86 g/mol.

=====

C5H8NS | ωB97M-V/def2-TZVPD

```
15
Properties=species:S:1:pos:R:3:forces:R:3:nbo_charge:R:1
C 0.23277 0.43960 -0.72741 -0.74 -2.84 -2.33 -0.4153
C 1.13944 0.91648 0.33422 0.85 0.81 0.88 -0.6361
C -1.78318 0.11946 0.83186 1.56 1.17 -1.51 -0.5664
C -0.90763 -0.38996 -0.12996 -1.65 0.15 0.28 0.2027
C 2.41706 0.32799 0.36826 2.56 -0.04 -1.20 0.1458
N -0.95782 -1.68810 -0.65101 -1.03 0.55 2.45 -0.8343
S 3.81645 -0.22768 0.15606 -2.09 0.58 0.66 0.6521
H 0.76029 -0.27652 -1.47026 -0.65 1.35 1.14 0.2273
H -0.06439 1.29091 -1.30512 -0.52 0.34 -0.33 0.2612
H 0.70794 0.75472 1.28224 -0.83 -0.70 1.66 0.3394
H 1.09484 1.99843 0.34570 1.09 0.54 -0.10 0.3363
H -2.62002 -0.18563 1.46172 0.37 -1.27 -0.74 0.2495
H -1.78696 1.21742 0.94681 0.77 -0.42 -0.06 0.2045
H -0.47663 -2.10233 -1.44670 -0.28 0.43 0.75 0.4213
H -1.57216 -2.19480 0.00359 0.57 -0.65 -1.54 0.4119
```
Forces are in eV/Å.

For the HOMO energy, the calculation gives -11.59 eV. The value obtained for the gap between HOMO and LUMO is 5.39 eV. The calculation puts the electronic energy at -17629.7505 eV. The net charge is +1. Its molar mass is 114.19 g/mol.

=====

Question: What is the formula in the fourth record?
Answer: C5H8NS

=====

Please write out number 4 again, unchanged.
C5H8NS | ωB97M-V/def2-TZVPD

```
15
Properties=species:S:1:pos:R:3:forces:R:3:nbo_charge:R:1
C 0.23277 0.43960 -0.72741 -0.74 -2.84 -2.33 -0.4153
C 1.13944 0.91648 0.33422 0.85 0.81 0.88 -0.6361
C -1.78318 0.11946 0.83186 1.56 1.17 -1.51 -0.5664
C -0.90763 -0.38996 -0.12996 -1.65 0.15 0.28 0.2027
C 2.41706 0.32799 0.36826 2.56 -0.04 -1.20 0.1458
N -0.95782 -1.68810 -0.65101 -1.03 0.55 2.45 -0.8343
S 3.81645 -0.22768 0.15606 -2.09 0.58 0.66 0.6521
H 0.76029 -0.27652 -1.47026 -0.65 1.35 1.14 0.2273
H -0.06439 1.29091 -1.30512 -0.52 0.34 -0.33 0.2612
H 0.70794 0.75472 1.28224 -0.83 -0.70 1.66 0.3394
H 1.09484 1.99843 0.34570 1.09 0.54 -0.10 0.3363
H -2.62002 -0.18563 1.46172 0.37 -1.27 -0.74 0.2495
H -1.78696 1.21742 0.94681 0.77 -0.42 -0.06 0.2045
H -0.47663 -2.10233 -1.44670 -0.28 0.43 0.75 0.4213
H -1.57216 -2.19480 0.00359 0.57 -0.65 -1.54 0.4119
```
Forces are in eV/Å.

For the HOMO energy, the calculation gives -11.59 eV. The value obtained for the gap between HOMO and LUMO is 5.39 eV. The calculation puts the electronic energy at -17629.7505 eV. The net charge is +1. Its molar mass is 114.19 g/mol.